{"formula": "C3HFeO3", "method": "ωB97M-V with the def2-TZVPD basis set", "symbols": ["C", "C", "C", "O", "O", "O", "Fe", "H"], "positions_angstrom": [[1.18443, -1.53532, -0.71469], [1.64820, -1.26792, -1.82674], [-0.23366, 0.22458, -0.15166], [-1.13968, 0.56229, 0.64446], [0.39660, -0.98135, 0.20328], [0.09927, 0.71073, -1.22662], [-1.37003, 1.72804, 2.04425], [1.82410, -1.32741, -2.88609]], "de_lowest_kcal_mol": 15.0, "s2": 8.754, "multiplicity": 6, "gap_ev": [8.38, 7.63], "e_homo_ev": [-8.471, -9.512]}